DFT (the ωB97M-V functional and the def2-TZVPD basis) results for 11 unconnected molecules or ions with the total composition C58H147N9O20 at a distorted geometry.

The geometry in XYZ format:
```
234
Properties=species:S:1:pos:R:3:forces:R:3:mulliken_charge:R:1
C -0.420336 -3.351393 -2.903354 0.9 1.4 -2.1 -0.14
O -0.917598 -2.066309 -3.340721 0.6 0.3 1.6 -0.60
C -0.771288 -1.032605 -2.321367 1.5 -0.1 -0.8 2.07
C -1.068825 0.293037 -3.000695 0.0 1.0 -0.5 -1.37
N -1.673517 1.252944 -2.084591 -1.3 -0.8 0.4 0.89
C -1.586815 2.663331 -2.463392 -0.3 -0.4 0.0 -0.62
C -1.885300 3.421843 -1.206844 0.5 0.7 -0.4 0.12
O -1.849142 4.807988 -1.529210 -0.5 0.0 1.7 -0.49
C -2.282524 5.598955 -0.384787 -0.4 -1.0 -1.4 -0.22
H -1.160546 -3.886666 -2.364487 -0.4 -0.5 1.0 0.08
H 0.578742 -3.255259 -2.467457 -0.3 0.0 0.7 -0.22
H -0.209281 -3.867855 -3.843111 -0.3 -0.3 0.0 0.44
H 0.277821 -1.009009 -1.877964 -1.1 -0.4 -0.5 -0.08
H -1.467632 -1.157663 -1.503571 -0.4 -0.3 0.3 -0.96
H -1.758708 0.054860 -3.803796 -0.1 -0.1 -0.5 0.47
H -0.210200 0.837924 -3.469044 -0.3 -1.0 0.4 0.06
H -2.695436 0.969307 -1.965151 1.6 0.6 -0.1 -0.35
H -2.362898 2.939138 -3.227618 1.0 0.0 0.2 0.27
H -0.554027 2.949557 -2.751755 -0.6 -0.4 -0.3 0.05
H -1.214909 3.102351 -0.390333 0.2 0.5 -0.2 0.07
H -2.864025 3.154031 -0.885895 -1.2 -0.2 0.4 0.24
H -3.023003 5.101578 0.243939 -0.3 -0.4 -0.4 -0.32
H -2.723515 6.483900 -0.812517 0.1 0.5 0.2 0.41
H -1.476828 5.758419 0.280969 1.2 0.6 0.5 0.22
C 2.333370 6.291488 -5.581878 0.4 0.5 0.9 -0.88
O 3.527715 6.470755 -4.816100 0.0 -0.4 0.1 -0.09
C 4.729872 6.316147 -5.536373 1.3 0.5 1.2 -0.68
C 5.851778 5.816041 -4.611822 -0.5 -0.9 1.1 -0.88
N 5.649330 4.419790 -4.037369 -0.9 1.1 -1.0 -0.05
C 6.011600 3.327237 -4.998556 -0.6 1.0 1.0 -0.86
C 5.475789 2.022914 -4.463270 0.2 0.6 0.7 -0.20
O 4.081514 2.227579 -4.550492 0.1 -1.8 0.1 -0.43
C 3.417012 1.132825 -3.920284 -1.1 1.1 -1.1 0.30
H 2.177646 5.249131 -5.868936 -0.1 -0.1 0.2 0.29
H 2.447664 6.874377 -6.469608 -0.3 0.5 -0.9 0.43
H 1.512866 6.715152 -4.961291 0.4 -0.6 -0.6 0.21
H 5.076315 7.249179 -5.984403 -0.2 0.4 0.1 0.42
H 4.678762 5.641471 -6.329695 -0.7 -1.4 -1.5 0.54
H 5.897314 6.519176 -3.771582 0.0 -0.2 0.1 0.23
H 6.834075 5.839447 -5.080009 -0.1 0.1 -0.3 0.50
H 4.630795 4.383393 -3.889195 0.5 -0.3 0.1 -0.09
H 7.067239 3.363597 -4.982595 1.3 -0.3 -0.5 0.57
H 5.590360 3.486492 -5.993829 0.2 0.0 -0.2 0.37
H 5.704015 1.969230 -3.356466 0.3 -0.3 -1.0 0.07
H 5.845317 1.105019 -5.009152 -0.4 0.8 0.4 0.35
H 2.397318 1.504453 -3.899784 -0.3 -0.5 0.5 -0.02
H 3.790135 0.910671 -2.955114 0.3 0.2 1.2 -0.50
H 3.444854 0.191197 -4.453063 0.2 -0.2 -0.8 0.49
C 3.730096 2.246894 -0.536838 -0.3 1.4 2.2 -0.25
O 2.864819 1.207953 -0.860526 -0.5 -1.2 -0.4 0.87
C 1.541339 1.320496 -0.311552 0.6 1.8 -0.4 0.76
C 1.403087 0.674309 1.064854 0.6 -1.3 -0.7 1.01
N 0.107402 0.984623 1.629481 -0.7 0.3 0.6 1.16
C -0.577341 -0.071115 2.413076 1.0 0.5 -1.2 -0.39
C -1.054289 -1.239098 1.543566 0.6 0.5 0.7 1.75
O -0.014563 -2.150118 1.328221 0.8 -0.1 -0.9 0.14
C -0.372485 -3.411356 1.789403 -1.7 -0.8 -1.2 0.15
H 3.208153 3.218610 -0.647659 0.5 -0.3 -0.4 -0.51
H 4.711017 2.248753 -1.036502 -0.6 -0.4 -0.3 0.34
H 3.949534 2.213595 0.568278 0.1 0.0 -0.7 -0.19
H 0.852923 1.009140 -1.114362 0.1 -0.4 0.7 -1.18
H 1.332971 2.425790 -0.177984 0.1 -0.8 -0.1 -0.20
H 2.254358 1.052181 1.659297 -0.4 0.0 0.1 0.01
H 1.547608 -0.430027 0.995139 -0.1 0.7 -0.1 -1.23
H -0.533482 1.225990 0.893902 -0.1 0.3 -0.5 -0.47
H -1.445462 0.356535 2.846997 -0.8 0.8 0.3 -0.67
H 0.123028 -0.251860 3.230546 -0.2 -1.0 0.0 0.50
H -1.488852 -0.896077 0.599555 0.3 0.3 -0.1 -0.99
H -1.857534 -1.757617 2.018001 -0.8 -0.3 0.6 -0.73
H -0.708413 -3.311764 2.796125 -0.1 -0.4 1.1 0.55
H 0.406212 -4.125745 1.673077 1.1 -0.2 0.2 -0.34
H -1.231927 -3.847600 1.205947 0.7 0.6 0.5 -0.35
C -2.468715 -11.157957 -2.011180 0.2 0.5 -2.6 -0.80
O -2.794297 -9.811455 -1.776064 -0.2 0.1 0.7 -0.30
C -3.399923 -9.472108 -0.523247 -2.0 -0.4 -1.1 -0.75
C -3.076184 -8.040198 -0.233346 1.0 0.4 -1.8 -0.36
N -1.621578 -7.899589 -0.044929 -1.6 0.9 1.0 -0.47
C -1.249631 -6.489495 0.036276 1.5 -1.2 -0.4 0.66
C 0.277305 -6.370351 -0.037112 -0.8 1.0 -1.3 -0.44
O 0.705649 -7.004216 -1.233293 0.5 -0.3 -0.1 -0.45
C 2.132701 -6.950159 -1.354014 -1.6 1.7 -0.6 -0.67
H -1.721252 -11.103456 -2.844428 -0.3 -0.3 0.9 0.22
H -3.248528 -11.817974 -2.415080 -0.6 0.5 0.1 0.31
H -2.097911 -11.675049 -1.181549 1.0 -0.5 1.5 0.36
H -3.104332 -10.150661 0.279654 0.2 0.0 0.0 0.40
H -4.533153 -9.524703 -0.664574 1.2 -0.2 0.4 0.36
H -3.594558 -7.701649 0.627215 -0.5 0.2 1.1 0.30
H -3.500003 -7.392355 -1.097137 0.7 -0.8 0.9 0.19
H -1.155554 -8.344468 -0.795032 0.5 -0.3 -1.0 0.45
H -1.550785 -6.126499 1.000339 -0.4 0.5 0.4 -0.09
H -1.684829 -5.918599 -0.777584 -0.1 0.3 -0.1 -0.18
H 0.710256 -6.872797 0.796708 0.5 -0.3 0.9 0.61
H 0.558253 -5.283451 -0.080574 0.0 -0.8 0.2 -0.04
H 2.619908 -7.322244 -0.503392 0.7 -0.9 1.2 0.37
H 2.403877 -5.906299 -1.450131 0.3 0.5 0.1 0.07
H 2.461825 -7.398912 -2.259271 0.0 -0.9 -0.6 0.35
C 3.528897 -5.346586 2.383796 1.3 0.3 1.6 -0.69
O 3.634473 -4.614803 1.224549 -0.2 1.0 -0.9 -0.27
C 3.437844 -3.230284 1.498452 -0.7 0.4 -1.2 -0.43
C 3.535332 -2.361034 0.217217 1.5 -2.3 0.3 0.53
N 4.891480 -2.473918 -0.350618 -0.1 0.2 1.2 -0.19
C 5.124618 -1.613314 -1.506923 1.7 -1.7 0.1 0.28
C 4.925669 -2.389615 -2.805566 -0.3 1.0 -0.2 -0.99
O 3.622126 -2.920126 -2.929944 -0.5 -0.5 -0.7 0.16
C 3.503349 -3.786329 -4.080884 0.4 0.2 0.6 -0.92
H 2.536596 -5.410821 2.810501 -0.7 0.6 0.2 0.19
H 4.252031 -4.875059 3.151306 -1.0 -1.1 -0.7 0.26
H 3.740852 -6.376631 2.166547 0.7 -0.5 -0.1 0.29
H 4.151548 -2.865707 2.255034 0.1 -0.2 -0.2 0.62
H 2.422762 -3.078576 1.881039 0.0 0.0 0.2 -0.06
H 3.369494 -1.394457 0.580568 -0.2 1.7 0.1 -0.53
H 2.847480 -2.616912 -0.576640 -0.9 -0.2 0.2 0.17
H 5.072705 -3.472899 -0.510725 0.0 0.7 -0.2 0.32
H 6.268114 -1.425725 -1.536225 -1.7 0.5 0.1 0.14
H 4.518671 -0.703445 -1.418570 0.3 -0.1 -0.1 -0.37
H 5.626256 -3.246665 -2.803374 0.1 0.5 -0.4 0.48
H 5.099768 -1.606198 -3.590121 0.2 -1.1 -0.1 0.25
H 2.452459 -3.997173 -4.301112 0.2 0.0 0.5 0.14
H 4.093792 -4.715184 -3.951476 -0.4 0.2 0.2 0.32
H 3.911591 -3.302483 -4.956279 0.2 0.4 -0.4 0.40
C -5.148818 5.213947 2.516067 1.3 -1.0 0.3 -0.37
O -4.823794 4.082269 3.354774 -0.5 0.3 -0.5 -0.32
C -3.473858 3.968885 3.776832 0.3 -0.1 -0.4 -0.38
C -3.307239 2.725516 4.619719 -0.6 -0.5 0.3 -0.81
N -3.295302 1.474620 3.820624 0.1 1.4 -0.2 0.42
C -3.166488 0.304592 4.662203 -0.9 -0.5 -0.8 -0.01
C -4.475395 -0.077081 5.333101 -0.8 -0.1 -0.7 -1.01
O -5.358337 -0.563857 4.280768 0.6 0.0 0.3 0.09
C -6.620800 -1.058482 4.660796 -1.2 0.6 -0.3 -1.11
H -4.309530 5.404418 1.838069 -0.3 -0.5 -0.6 -0.04
H -5.124641 6.145791 3.062175 -0.8 0.3 0.7 0.36
H -6.091975 4.978185 1.996096 0.5 0.4 0.3 0.20
H -3.165353 4.840504 4.345172 -0.1 0.3 0.4 0.54
H -2.746866 3.908831 2.948962 -0.4 0.0 -0.2 0.05
H -4.148654 2.669379 5.356088 0.6 0.3 -0.2 0.23
H -2.359975 2.825596 5.154073 0.0 -0.1 0.0 0.46
H -4.182329 1.505095 3.303319 0.4 -0.6 0.2 -0.12
H -2.347609 0.421640 5.369077 -0.1 0.2 0.2 0.51
H -2.885749 -0.585904 4.055036 -0.2 0.5 0.2 -0.64
H -5.002599 0.740657 5.839553 0.4 0.0 0.1 0.49
H -4.243140 -0.860182 6.029217 -0.3 -0.7 0.6 0.59
H -7.446860 -0.310962 4.727135 0.8 0.3 -0.4 0.23
H -6.671764 -1.462803 5.663055 0.5 -0.8 0.2 0.43
H -6.984698 -1.753055 3.875525 0.5 0.1 0.6 0.22
C 1.803408 9.475215 -1.120339 -1.2 -1.3 -1.1 -0.88
O 1.610960 8.046297 -1.076350 1.0 0.4 0.5 -0.28
C 2.210566 7.323026 -2.136370 -0.4 -0.7 -0.9 -1.10
C 2.161353 5.795692 -1.890085 0.0 0.4 0.0 -0.29
N 2.936152 5.449785 -0.668927 -2.6 0.0 -0.4 -0.03
C 4.283923 5.914196 -0.563967 0.4 -0.9 -1.5 -0.34
C 4.879303 5.446466 0.723863 -0.7 -1.2 0.0 0.05
O 4.261045 6.199721 1.722677 1.0 0.2 2.2 -0.33
C 4.848413 5.870432 3.013410 -1.3 -0.4 -0.7 -0.88
H 2.838088 9.739620 -1.169172 0.7 0.2 -0.3 0.34
H 1.391881 9.822043 -0.216339 -0.3 0.5 1.3 0.27
H 1.180078 9.961578 -1.913044 0.7 -0.5 0.1 0.28
H 3.205915 7.614946 -2.492374 0.1 0.4 0.7 0.29
H 1.572689 7.521825 -2.959956 -0.6 0.1 -1.4 0.73
H 2.403236 5.201574 -2.800424 0.5 0.6 0.5 0.16
H 1.098765 5.528109 -1.730876 0.4 0.1 0.4 -0.05
H 2.339564 5.970345 -0.040454 0.4 -0.1 1.1 0.35
H 4.375519 6.995451 -0.621810 0.2 0.3 -0.1 0.55
H 4.788684 5.429428 -1.427273 0.3 0.5 0.4 -0.01
H 5.972602 5.569995 0.700484 -0.1 -0.2 0.2 0.47
H 4.531828 4.391902 0.953793 1.0 0.6 -0.7 -0.37
H 5.896738 6.110154 3.073060 0.5 0.3 -0.2 0.38
H 4.745925 4.796541 3.290371 -0.1 0.4 -0.5 0.25
H 4.273747 6.423533 3.736467 0.0 0.4 0.3 0.30
C -6.570920 2.365427 0.392651 -0.4 2.2 2.0 -0.53
O -6.409971 1.126883 -0.139441 -0.7 -1.0 -0.8 -0.51
C -5.276775 0.457422 0.273079 0.6 -1.7 -0.3 0.61
C -5.139480 -0.801060 -0.564203 0.6 0.2 -1.3 0.03
N -4.758801 -0.512917 -1.963434 -0.3 1.2 0.1 -0.20
C -4.455086 -1.704807 -2.700761 -0.2 -0.5 0.3 0.18
C -4.327573 -1.553646 -4.188361 -0.6 -0.9 -1.0 -0.89
O -5.617933 -1.573336 -4.902508 0.9 -0.5 1.5 -0.41
C -5.316238 -1.589511 -6.274631 -2.3 0.8 0.0 -0.74
H -6.502005 2.348356 1.541976 0.0 0.1 -1.4 0.20
H -7.592593 2.759595 0.152200 0.9 -0.4 0.0 0.32
H -5.787981 3.075421 0.018289 -0.5 -0.3 0.3 0.17
H -5.291761 0.072422 1.298730 -0.4 0.6 0.4 -0.23
H -4.366146 1.042828 0.154302 0.2 0.3 -0.1 -0.02
H -6.059112 -1.388883 -0.666033 -0.1 -0.1 1.0 0.60
H -4.328183 -1.387353 -0.112652 -0.2 -0.1 -0.2 -0.68
H -5.538678 -0.036571 -2.418525 0.1 0.0 0.2 0.26
H -5.237181 -2.486100 -2.593684 0.2 0.0 0.3 0.48
H -3.510367 -2.072787 -2.260613 -0.3 -0.2 -0.5 -0.24
H -3.752851 -2.493781 -4.483532 -0.3 1.5 -0.2 0.27
H -3.932855 -0.587445 -4.525758 0.9 -0.4 0.4 0.41
H -4.647240 -0.770229 -6.445689 0.7 0.3 -0.7 0.31
H -6.280368 -1.359636 -6.806996 0.9 -0.4 0.3 0.26
H -4.943441 -2.547470 -6.583233 0.5 -0.5 -0.3 0.29
C 0.264769 -3.719004 6.218808 0.4 -0.3 -1.9 -0.85
O -0.867334 -3.352290 5.441166 -0.3 -0.1 0.3 -0.21
C -1.951771 -4.288279 5.342378 1.7 0.5 0.3 -0.86
C -3.049629 -3.553233 4.607222 -0.3 -1.4 -0.3 0.64
N -3.772775 -4.572055 3.798470 0.9 -0.4 1.0 -0.26
C -4.877713 -4.121020 2.999078 0.4 -0.4 -0.8 -1.58
C -4.419878 -3.076456 1.997679 0.3 -1.7 -1.0 0.73
O -3.389423 -3.607578 1.093930 -0.4 0.6 0.5 1.05
C -3.814618 -4.538786 0.123298 -1.2 -0.2 -0.2 -0.72
H 0.169865 -3.545419 7.274044 -0.5 -0.3 0.7 0.26
H 0.999436 -3.001330 5.858989 0.4 -0.1 0.2 0.24
H 0.633936 -4.750233 5.953679 -0.4 0.8 0.5 0.33
H -2.211593 -4.600262 6.359883 -0.3 -0.2 -0.2 0.44
H -1.586373 -5.159835 4.779245 -0.2 0.0 0.1 0.34
H -2.592309 -2.761817 4.003106 0.0 0.0 0.2 -0.47
H -3.666683 -3.124192 5.395466 -0.5 0.2 -0.4 0.30
H -3.071891 -5.093132 3.250341 -0.7 0.5 0.2 0.24
H -5.607900 -3.651415 3.632999 -0.5 0.2 0.4 0.44
H -5.375475 -4.991552 2.509546 0.4 0.5 0.3 0.29
H -3.959768 -2.298311 2.599076 -0.1 0.5 -0.6 -0.70
H -5.261439 -2.792206 1.373883 -0.2 0.7 0.0 0.38
H -3.889844 -5.567903 0.511677 0.3 0.3 0.0 -0.08
H -3.163583 -4.528471 -0.766564 -0.1 0.2 0.6 -0.07
H -4.836382 -4.324022 -0.242565 0.2 0.3 0.1 0.42
C 6.108500 1.438160 2.799111 -0.3 0.9 -0.1 -0.98
C 5.563703 0.180270 2.044140 1.0 1.2 -1.2 0.94
O 6.601098 -0.795379 1.929869 0.1 0.1 0.4 -0.65
H 6.135066 1.418680 3.930850 0.1 -0.4 -1.4 0.32
H 5.550173 2.385656 2.536738 -0.1 -1.2 0.2 0.05
H 7.096411 1.702785 2.376482 -0.2 -0.6 0.5 0.31
H 5.304384 0.518296 1.000786 0.0 -0.2 0.9 -0.34
H 4.681428 -0.242882 2.495278 -0.4 -0.1 0.4 0.07
H 6.396925 -1.441459 1.235067 -0.4 0.2 0.1 0.31
C 0.981164 5.460910 3.543979 0.0 0.1 1.5 -1.00
C 1.186405 3.979205 3.305268 -1.4 0.5 -1.0 0.40
O -0.164789 3.484969 3.226278 0.3 1.3 0.9 -0.40
H 0.355056 5.677668 4.473079 0.9 -0.3 -1.2 0.31
H 0.497366 5.867592 2.672013 -0.4 0.2 -0.2 0.15
H 1.943631 5.951554 3.593734 0.3 0.3 0.3 0.14
H 1.765292 3.442011 4.069697 0.0 0.2 -0.2 0.29
H 1.648908 3.945024 2.292016 0.1 -0.6 0.6 -0.28
H -0.174927 2.604306 2.900503 0.2 -1.7 -0.9 0.11
```
Forces are in eV/Å.

Calculated values
max |F|: 3.0 eV/A
HOMO energy: -8.38 eV
SMILES: COCCNCCOC.COCCNCCOC.COCCNCCOC.COCCNCCOC.COCCNCCOC.COCCNCCOC.COCCNCCOC.COCCNCCOC.COCCNCCOC.CCO.CCO
total energy: -116875.106 eV